Here is a molecular structure, C43H34IrN8P2 from the OMol25 dataset. Energies are from ωB97M-V/def2-TZVPD.

Cartesian coordinates (Å):
Ir  -0.060  0.332  0.179
C  -5.500  3.687  1.854
C  -6.178  2.548  1.377
C  -5.489  1.451  0.911
C  -4.092  1.511  0.895
C  -3.087  0.555  0.525
N  -1.873  1.155  0.628
C  -2.008  2.363  1.273
N  -1.059  3.006  1.964
C  0.166  2.568  2.177
C  1.104  3.136  3.136
C  0.969  4.164  4.064
C  2.058  4.448  4.867
C  3.254  3.727  4.752
C  3.390  2.706  3.831
C  2.296  2.418  3.021
C  2.092  1.402  1.997
N  3.009  0.552  1.585
C  2.771  -0.530  0.836
N  1.545  -0.926  0.368
C  1.546  -2.274  0.157
N  0.496  -3.150  0.026
C  -0.747  -3.023  0.337
N  -1.412  -1.974  0.961
C  -2.677  -1.816  0.422
N  -3.397  -0.759  0.259
C  -3.017  -3.161  -0.101
C  -4.206  -3.667  -0.585
C  -4.196  -4.969  -1.079
C  -3.023  -5.717  -1.111
C  -1.818  -5.188  -0.655
C  -1.837  -3.909  -0.138
C  2.902  -2.733  0.259
C  3.486  -3.991  0.076
C  4.839  -4.116  0.299
C  5.612  -3.021  0.732
C  5.042  -1.785  0.944
C  3.676  -1.638  0.689
N  0.823  1.570  1.514
C  -3.413  2.652  1.369
C  -4.124  3.746  1.868
H  -6.076  4.526  2.222
H  -7.261  2.538  1.387
H  -6.005  0.565  0.564
H  0.040  4.711  4.145
H  1.990  5.239  5.604
H  4.083  3.977  5.402
H  4.307  2.140  3.734
H  -5.106  -3.067  -0.577
H  -5.114  -5.407  -1.449
H  -3.048  -6.725  -1.503
H  -0.896  -5.753  -0.704
H  2.884  -4.836  -0.233
H  5.321  -5.074  0.150
H  6.671  -3.161  0.908
H  5.628  -0.946  1.296
H  -3.600  4.612  2.251
C  -1.164  -2.209  -2.605
P  -0.616  -0.616  -1.896
C  -1.952  0.394  -2.637
C  0.893  -0.309  -2.910
C  1.405  -1.238  -3.810
C  2.569  -0.964  -4.516
C  3.226  0.243  -4.344
C  2.732  1.172  -3.441
C  1.581  0.895  -2.716
P  0.927  1.920  -1.372
C  0.055  3.309  -2.186
C  2.373  2.821  -0.736
H  -0.512  -3.038  -2.343
H  -1.189  -2.078  -3.687
H  -2.173  -2.430  -2.267
H  -1.941  0.360  -3.727
H  -1.918  1.419  -2.286
H  -2.890  -0.034  -2.276
H  0.922  -2.193  -3.958
H  2.965  -1.706  -5.197
H  4.133  0.453  -4.895
H  3.264  2.102  -3.283
H  0.755  3.843  -2.830
H  -0.310  3.990  -1.415
H  -0.787  2.981  -2.788
H  2.782  3.473  -1.508
H  3.137  2.123  -0.398
H  2.068  3.436  0.112
C  -0.711  -0.941  1.658
H  -1.401  -0.465  2.354
H  0.093  -1.407  2.224

Values from the calculation:
**Spin multiplicity**: 2
**HOMO level (spin up / spin down)**: -5.63 / -5.99 eV
**Frontier orbital gap (spin up / spin down)**: 4.9216 / 4.8667 eV
**⟨S²⟩**: 0.95

***

Here is a molecular structure, C43H34N10O5Sc from the OMol25 dataset. Energies are from ωB97M-V/def2-TZVPD.

Cartesian coordinates (Å):
Sc  0.827  -0.237  2.168
O  2.055  4.285  2.192
C  1.426  3.140  2.313
O  1.691  2.117  1.681
C  0.311  3.118  3.285
C  -0.222  4.233  3.917
C  -1.329  4.075  4.738
C  -1.851  2.803  4.865
C  -1.229  1.734  4.237
N  -0.146  1.878  3.490
C  -1.689  0.295  4.365
O  -2.713  -0.047  5.116
O  -1.099  -0.554  3.742
H  2.755  4.217  1.546
H  0.252  5.218  3.828
H  -1.765  4.960  5.177
H  -2.720  2.727  5.466
H  -3.014  0.736  5.599
C  2.275  -2.624  3.886
N  1.423  -1.440  4.124
C  2.037  -0.459  5.040
C  3.042  0.300  4.268
N  3.136  0.158  2.976
C  4.239  0.976  2.636
C  4.906  1.107  1.415
C  6.046  1.905  1.412
C  6.491  2.593  2.551
C  5.833  2.464  3.777
C  4.714  1.637  3.768
N  3.920  1.182  4.821
C  2.118  -3.052  2.466
N  1.577  -2.307  1.527
C  1.576  -3.113  0.367
C  1.064  -2.869  -0.905
C  1.127  -3.943  -1.776
C  1.675  -5.186  -1.464
C  2.227  -5.408  -0.218
C  2.155  -4.335  0.695
N  2.523  -4.262  2.026
H  2.019  -3.438  4.543
H  3.312  -2.369  4.025
H  0.565  -1.745  4.593
H  2.494  -1.001  5.895
H  1.237  0.171  5.441
H  4.617  0.621  0.512
H  6.533  2.077  0.458
H  7.360  3.220  2.477
H  6.169  2.950  4.697
H  4.128  1.319  5.792
H  0.695  -1.904  -1.284
H  0.752  -3.828  -2.776
H  1.706  -5.938  -2.236
H  2.646  -6.343  0.065
H  2.863  -5.043  2.576
C  -5.868  1.402  -9.942
O  -6.264  0.673  -8.808
C  -5.452  0.588  -7.762
C  -5.877  -0.157  -6.661
C  -5.047  -0.284  -5.564
C  -3.793  0.351  -5.544
C  -3.362  1.098  -6.623
C  -4.225  1.245  -7.722
C  -3.026  0.205  -4.322
N  -1.878  0.786  -4.057
C  -1.578  0.461  -2.760
C  -2.531  -0.382  -2.236
N  -3.463  -0.506  -3.244
C  -2.395  -0.976  -0.960
C  -3.165  -2.045  -0.442
C  -2.834  -2.571  0.776
C  -1.741  -2.078  1.488
N  -0.988  -1.076  1.034
C  -1.247  -0.598  -0.205
C  -0.225  0.214  -0.787
N  0.897  0.332  -0.069
C  1.941  0.924  -0.659
C  1.891  1.431  -1.958
C  0.736  1.302  -2.714
C  -0.358  0.718  -2.082
H  -6.735  1.423  -10.575
H  -5.000  0.954  -10.447
H  -5.590  2.446  -9.685
H  -6.853  -0.602  -6.646
H  -5.434  -0.867  -4.718
H  -2.387  1.600  -6.640
H  -3.875  1.874  -8.542
H  -4.380  -0.942  -3.217
H  -4.013  -2.421  -0.991
H  -3.399  -3.406  1.171
H  -1.474  -2.528  2.413
H  2.841  1.058  -0.106
H  2.756  1.906  -2.365
H  0.658  1.675  -3.727

Values from the calculation:
**HOMO level**: -13.13 eV
**Frontier orbital gap**: 4.4330 eV
**Charge**: +3

***

So what do the calculations give for energy above the lowest of the compared OMol25 structures with the same formula, charge and spin? Going down the list: 0.0000 1.1449 eV.
So what do the calculations give for max |F|? Going down the list: 0.0277 0.0295 Eh/bohr.
So what do the calculations give for energy? Going down the list: -2884.22787 -3342.99958 Ha.